Entry 1:
An isolated molecule of C2H5O3P at a distorted geometry, computed with ωB97M-V with the def2-TZVPD basis set.

Summary:
HOMO-LUMO gap in Eh: 0.3138
Relative energy (zero: lowest compared OMol25 entry of this formula, charge and spin) in eV: 3.2061

ORCA input file:
```
! wB97M-V def2-TZVPD RIJCOSX def2/J DEFGRID3
* xyz 0 1
C 0.07430 0.65449 -0.05146
C 0.41979 -0.90214 -0.45381
O -3.63686 -0.22336 -0.32254
O -1.30198 0.95236 -0.37857
O -0.58864 -1.67846 -0.03119
P -2.33356 -0.07720 0.26079
H 0.18493 0.83519 1.07563
H 0.65760 1.27440 -0.90023
H 0.68965 -0.93862 -1.58154
H 1.43490 -1.14193 -0.01711
H -2.23393 0.48664 1.62878
*
```

Atomic partial charges in e from the Löwdin method, atoms 1 to 8:
1. C -0.1996
2. C -0.3938
3. O -0.2878
4. O -0.3157
5. O -0.2257
6. P 0.8109
7. H 0.1242
8. H 0.1617

Entry 2:
An isolated molecule of C4H9NO, computed with ωB97M-V with the def2-TZVPD basis set.

Summary:
HOMO-LUMO gap in Eh: 0.3870
Relative energy (zero: lowest compared OMol25 entry of this formula, charge and spin) in eV: 0.8685
SMILES: CCNC(C)=O

ORCA input file:
```
! wB97M-V def2-TZVPD RIJCOSX def2/J DEFGRID3
* xyz 0 1
C -2.16848 0.63526 -0.18826
C -1.03943 -0.36458 -0.03671
N 0.04372 0.05681 0.86704
C 1.13823 -0.73632 0.47448
C 2.29772 0.00348 -0.14687
O 1.08974 -1.94447 0.54218
H -2.87222 0.24678 -0.93106
H -1.81483 1.61092 -0.54445
H -2.71206 0.78702 0.74943
H -1.40148 -1.32720 0.32289
H -0.55164 -0.57486 -1.01085
H 0.23538 1.05089 0.77103
H 1.95247 0.82222 -0.79033
H 2.89812 -0.69127 -0.73508
H 2.90476 0.42532 0.65655
*
```

Atomic partial charges in e from the Löwdin method, atoms 1 to 8:
1. C -0.0910
2. C -0.2756
3. N 0.0214
4. C -0.5524
5. C -0.0040
6. O 0.0771
7. H 0.0749
8. H 0.0719

Entry 3:
A structure of composition C16H24F6HgO14P3V at a distorted geometry, computed with ωB97M-V with the def2-TZVPD basis set.

Summary:
HOMO-LUMO gap (alpha / beta) in Eh: 0.1758 / 0.3076
Expectation value of S²: 6.0055

ORCA input file:
```
! wB97M-V def2-TZVPD RIJCOSX def2/J DEFGRID3
* xyz 0 5
V -2.88134 2.78615 3.01442
Hg -4.10471 -1.56954 -0.32911
O -3.70376 0.95302 3.64781
P -4.44868 -0.37404 3.24955
O -4.55386 -0.82676 1.79935
F -5.98651 -0.28218 3.80075
F -3.89272 -1.54224 4.20037
O -4.30992 0.85084 -0.70909
P -4.79369 2.12383 0.05871
O -4.01849 2.69744 1.24401
F -6.16816 1.77024 0.60157
F -5.07964 3.41640 -0.77726
O -2.07573 -0.70561 0.51563
P -1.07195 0.25819 1.19501
O -1.71505 1.38388 2.01688
F -0.08783 0.91299 0.15375
F -0.09326 -0.47000 2.09864
O -2.50418 -3.35937 0.03354
C -1.42742 -3.90553 0.31834
O -1.51203 -5.02852 0.96092
C -0.24339 -5.48447 1.49954
C 0.75038 -4.87048 0.57394
C 0.07345 -3.56595 0.16133
H -0.18435 -6.56761 1.39264
H -0.15506 -5.27337 2.56525
H 0.80534 -5.60494 -0.22958
H 1.74296 -4.72733 1.00101
H 0.43362 -3.19004 -0.79632
H 0.32045 -2.75029 0.84087
O 2.91864 -1.55915 -3.57383
C 3.26881 -0.92856 -2.59750
O 2.95948 -1.24309 -1.26801
C 3.39403 -0.25792 -0.34511
C 4.41293 0.67530 -1.17672
C 3.85648 0.53282 -2.59714
H 3.72467 -0.72393 0.58313
H 2.55932 0.36993 -0.03341
H 5.43499 0.29739 -1.15080
H 4.31891 1.71418 -0.86054
H 4.54790 0.63079 -3.43406
H 3.06976 1.28591 -2.64227
O 1.78923 4.12891 5.28221
C 1.84740 4.00625 4.05413
O 0.91970 3.24547 3.45136
C 1.09799 3.18026 2.01925
C 2.41964 3.79885 1.81589
C 2.78736 4.68187 3.06933
H 0.34062 3.81782 1.56320
H 1.18290 2.21088 1.52814
H 2.42056 4.46755 0.95511
H 3.20859 3.04679 1.80738
H 2.54440 5.73872 2.95918
H 3.81109 4.60707 3.43607
O -2.31212 -1.26851 -2.12936
C -1.45987 -0.75658 -2.81974
O -1.47782 0.57041 -3.15122
C -0.54989 0.87390 -4.15314
C -0.33686 -0.46250 -4.77371
C -0.40352 -1.47951 -3.62018
H 0.34928 1.34274 -3.75341
H -1.01540 1.60806 -4.81071
H 0.63360 -0.48300 -5.26958
H -1.03225 -0.75142 -5.56177
H 0.42316 -1.53560 -2.91197
H -0.76819 -2.43679 -3.99268
*
```

Atomic partial charges in e from the Löwdin method, atoms 1 to 8:
1. V 1.1619
2. Hg 0.9896
3. O -0.4252
4. P 0.4329
5. O -0.4259
6. F -0.1535
7. F -0.1253
8. O -0.4124

Entry 4:
The ion C7H12N3O with charge +1 at a distorted geometry, computed with ωB97M-V with the def2-TZVPD basis set.

Summary:
HOMO-LUMO gap (alpha / beta) in Eh: 0.2134 / 0.3407
Relative energy (zero: lowest compared OMol25 entry of this formula, charge and spin) in eV: 4.0464

ORCA input file:
```
! wB97M-V def2-TZVPD RIJCOSX def2/J DEFGRID3
* xyz 1 1
C 3.84693 -0.27324 0.49312
C 3.41552 -0.23087 -0.86567
C 2.79052 0.19175 1.21037
C -0.80746 -0.19553 -1.17380
C 0.56185 0.89852 0.57370
C -1.17452 -1.17867 -0.09618
C -0.43966 1.14807 -0.51854
N 2.19109 0.21416 -0.96151
N 1.78641 0.47644 0.30042
N -2.29349 -0.73191 0.75792
O -1.57406 1.75788 0.09460
H 4.79647 -0.60314 0.85874
H 3.96865 -0.51296 -1.73885
H 2.65081 0.33758 2.26125
H 0.07669 -0.55975 -1.69534
H -1.59720 -0.05924 -1.93101
H 0.32210 1.18313 1.58477
H -1.22357 -2.22265 -0.36725
H 0.00412 1.82008 -1.26778
H -2.20997 -1.11415 1.70555
H -3.22215 -0.99503 0.39207
H -2.21597 0.31943 0.77967
H -2.05957 2.26870 -0.56311
*
```

Atomic partial charges in e from the Löwdin method, atoms 1 to 8:
1. C -0.0268
2. C -0.1003
3. C -0.0296
4. C -0.1479
5. C 0.0153
6. C -0.0275
7. C -0.3497
8. N 0.0890

Entry 5:
A structure of composition C29H21Br4F6FeN3O4P at a distorted geometry, computed with ωB97M-V with the def2-TZVPD basis set.

Summary:
HOMO-LUMO gap (alpha / beta) in Eh: 0.2319 / 0.2312
Expectation value of S²: 8.7658
Relative energy (zero: lowest compared OMol25 entry of this formula, charge and spin) in eV: 0.7062

ORCA input file:
```
! wB97M-V def2-TZVPD RIJCOSX def2/J DEFGRID3
* xyz -2 6
Fe -0.43799 0.14737 0.07499
C 0.48475 4.17603 1.11855
C 1.12059 3.24234 2.10426
C 2.27068 3.60983 2.79581
C 2.87713 2.74181 3.69233
C 2.32695 1.48662 3.90006
C 1.17513 1.09239 3.22680
C 0.57299 -0.26663 3.44060
C 0.56990 1.98467 2.32880
N -0.54901 1.54811 1.58272
C -1.70589 2.19104 1.79100
O -2.00448 3.04592 2.63829
C -2.73364 1.80051 0.76943
C -4.06823 2.14471 0.80148
C -4.85658 1.76893 -0.28401
C -4.29995 1.09967 -1.36870
C -2.95077 0.79223 -1.30275
N -2.23696 1.13847 -0.24792
C -2.14550 0.10891 -2.38294
O -2.67928 -0.14291 -3.47095
N -0.88451 -0.07526 -1.98221
C 0.05503 -0.74597 -2.80269
C -0.10508 -2.10266 -3.13799
C -1.34452 -2.85444 -2.73987
C 0.92580 -2.75240 -3.80780
C 2.09608 -2.08951 -4.15078
C 2.23518 -0.74945 -3.82701
C 1.22529 -0.06717 -3.15372
C 1.38503 1.39251 -2.81072
H 1.16533 4.99225 0.86988
H 0.21514 3.65476 0.19409
H -0.43694 4.59432 1.53144
H 2.70405 4.58896 2.61325
H 3.78122 3.03629 4.21401
H 2.80005 0.79180 4.58724
H 1.14579 -0.83237 4.17671
H -0.46455 -0.19745 3.77214
H 0.54483 -0.84423 2.51393
H -4.47062 2.67624 1.65115
H -5.91557 2.00037 -0.28259
H -4.87672 0.81163 -2.23536
H -2.19507 -2.53414 -3.34305
H -1.19518 -3.92790 -2.86405
H -1.58912 -2.66430 -1.69270
H 0.81189 -3.80628 -4.04032
H 2.89784 -2.61707 -4.65479
H 3.14683 -0.21921 -4.08400
H 2.33359 1.77180 -3.19472
H 0.57087 1.98678 -3.23121
H 1.37757 1.54536 -1.72876
Br 6.02489 -2.35403 -0.62119
C 4.15389 -2.19840 -0.40126
C 3.33401 -3.36252 -0.42797
Br 4.13240 -5.05815 -0.68236
C 1.97022 -3.26444 -0.27712
Br 0.80965 -4.74251 -0.31691
C 1.35472 -1.99214 -0.09800
O 0.10478 -1.79243 -0.01630
C 2.18484 -0.82322 -0.05903
O 1.57493 0.28631 0.10182
C 3.59016 -0.95743 -0.22010
Br 4.57858 0.64635 -0.18396
F -2.36836 -1.18634 1.00541
P -3.21629 -1.85165 2.24241
F -4.06352 -2.46755 3.47226
F -2.78439 -0.57896 3.15350
F -1.89826 -2.64275 2.72650
F -3.62730 -3.09424 1.29887
F -4.52433 -1.03915 1.73605
*
```

Atomic partial charges in e from the Löwdin method, atoms 1 to 8:
1. Fe 1.1274
2. C -0.0397
3. C -0.2082
4. C -0.0669
5. C -0.1089
6. C -0.0612
7. C -0.1948
8. C -0.0221